[1]
20
Properties=species:S:1:pos:R:3:forces:R:3:mulliken_charge:R:1 method="wB97M-V/def2-TZVPD" e_above_lowest_kj_mol=484.0 smiles="CC[C@H](N=O)n1nnc(C)n1" charge=0 homo_lumo_gap_ev=8.942
C -0.8228 2.2140 -0.5132 -0.220 1.601 -2.993 0.632
C -0.7161 3.3948 -1.4549 1.510 -0.578 1.116 -0.936
C 1.4788 -2.2787 0.6127 1.349 3.038 -2.997 -1.089
C 0.0248 -1.8623 0.0783 2.494 0.616 1.019 -0.603
C -0.6245 -0.9220 1.1482 1.520 1.288 -2.301 0.158
N -0.8267 2.5186 0.7505 -0.175 3.826 2.243 -0.461
N -0.8321 0.9448 -0.7273 0.792 -2.461 1.085 -0.847
N -0.7982 1.4783 1.4363 0.444 -1.850 1.252 -0.497
N -1.9585 -1.3523 1.3653 -3.571 -0.630 0.624 -0.240
N -0.7389 0.5009 0.5800 -0.486 -2.200 -0.383 1.021
O -2.4473 -1.3231 2.4755 1.704 0.130 -1.126 -0.294
H -0.9856 3.2619 -2.4896 0.685 -0.401 -0.340 0.341
H -1.4025 4.0947 -1.0859 -1.124 1.118 0.616 0.334
H 0.2906 3.8603 -1.1652 -1.185 -0.654 -1.262 0.222
H 1.5673 -2.7251 1.5646 -0.380 -0.786 0.970 0.360
H 2.0066 -1.2073 0.7305 -0.806 -2.355 -0.197 0.281
H 2.1493 -2.8421 -0.1734 -1.610 0.958 1.517 0.293
H 0.1803 -1.3296 -0.8663 -0.086 0.195 0.372 0.259
H -0.5685 -2.6873 -0.2088 -0.946 -0.979 0.307 0.456
H -0.0188 -0.8237 2.0332 0.092 0.123 0.479 0.610



[2]
9
Properties=species:S:1:pos:R:3:forces:R:3:mulliken_charge:R:1 method="wB97M-V/def2-TZVPD" e_above_lowest_kj_mol=269.6 charge=0 homo_lumo_gap_ev="5.061 / 7.902" spin_multiplicity=3
C -0.7215 0.7688 -0.0932 2.870 2.316 -3.750 -0.858
Si 0.8965 -0.4974 -0.1507 -2.332 0.786 1.098 0.511
S -2.2548 -0.2278 -0.1117 -3.353 1.080 -2.750 -0.161
H -0.7165 1.6335 0.5819 0.087 -0.355 0.605 0.430
H -0.7876 1.4128 -1.2016 0.153 -1.959 2.841 0.252
H 0.0323 -1.6844 -0.5498 1.066 0.214 -0.615 -0.098
H 1.2603 -0.8578 1.1917 -0.138 -0.262 1.057 -0.114
H 2.2354 -0.0543 -0.5094 0.097 -0.015 -1.225 -0.108
H -1.8243 -0.9507 0.8205 1.549 -1.805 2.740 0.146



[3]
16
Properties=species:S:1:pos:R:3:forces:R:3:mulliken_charge:R:1 method="wB97M-V/def2-TZVPD" e_above_lowest_kj_mol=284.6 smiles=O[C@@H]1[C@H]2CC[C@@H]12.[H][H] charge=0 homo_lumo_gap_ev=10.487
O -0.4184 -1.0519 1.8600 0.143 -0.150 0.126 -0.510
C -0.1575 -0.9622 0.4894 -0.012 -0.070 -0.328 0.007
C -0.8383 0.1851 -0.1645 -0.290 0.047 0.040 -0.261
C 0.6772 0.1980 0.0201 0.245 0.099 0.135 -0.315
C 0.8720 0.1519 -1.4930 0.143 -0.022 -0.088 -0.621
C -0.6719 0.0611 -1.6772 -0.117 0.004 -0.122 -0.725
H 0.2975 -1.5522 2.2689 -0.052 0.111 0.004 0.329
H -0.0747 1.1144 2.7885 0.014 0.119 0.044 -0.253
H -0.1033 -1.9250 -0.0297 -0.009 0.159 0.051 0.297
H -1.5921 0.7532 0.3717 0.108 -0.125 -0.071 0.385
H 1.2680 0.7748 0.7257 -0.129 -0.124 -0.094 0.329
H 0.1390 1.8073 2.9614 -0.022 -0.024 0.025 0.246
H 1.2629 1.0970 -1.8810 -0.043 -0.163 0.057 0.281
H 1.4784 -0.6690 -1.8944 -0.104 0.083 0.084 0.263
H -1.0504 -0.8775 -2.0994 0.042 0.154 0.039 0.259
H -1.0884 0.8952 -2.2465 0.085 -0.099 0.099 0.287



[4]
57
Properties=species:S:1:pos:R:3:forces:R:3:mulliken_charge:R:1 method="wB97M-V/def2-TZVPD" e_above_lowest_kj_mol=0.0 charge=+2 homo_lumo_gap_ev=7.261
Ga 0.3115 0.0246 0.9256 0.152 -0.059 -0.033 -0.876
C 2.2094 2.0583 1.9562 0.013 0.002 -0.009 -1.050
N 1.2041 1.0873 2.4515 -0.040 -0.039 -0.045 0.445
C 0.2269 1.8007 3.3104 -0.040 0.015 0.004 -1.177
C 1.8793 0.0008 3.2410 0.036 -0.010 0.023 -0.686
C 2.3603 -1.0966 2.3049 0.025 -0.016 0.005 -0.853
N 1.2451 -1.4918 1.4436 -0.012 -0.004 0.131 0.875
C 0.7228 -2.7782 1.3772 -0.022 0.099 -0.115 0.011
C -0.0825 -3.0729 0.2782 -0.016 -0.072 0.078 0.533
F -0.2865 -2.0613 -0.6238 0.011 0.032 -0.053 -0.187
C -0.6944 -4.2885 0.0871 0.012 -0.063 0.031 -0.039
F -1.4675 -4.4526 -0.9905 -0.011 0.014 -0.020 -0.302
C -0.5080 -5.3142 0.9937 -0.020 0.044 -0.027 -0.554
C 0.2797 -5.0481 2.0949 0.040 0.060 0.041 0.141
F 0.4754 -5.9850 3.0128 -0.013 0.004 -0.013 -0.277
C 0.8666 -3.8055 2.3040 0.028 -0.100 0.012 0.278
F 1.5559 -3.6067 3.4381 -0.003 -0.006 -0.016 -0.309
H 2.6764 2.5642 2.8024 0.015 -0.002 -0.004 0.436
H 1.7252 2.8030 1.3259 -0.008 0.000 0.007 0.350
H 2.9778 1.5450 1.3809 0.007 0.002 0.006 0.337
H 0.7324 2.2016 4.1902 0.006 0.018 -0.009 0.419
H -0.5525 1.1122 3.6348 0.021 0.002 0.011 0.445
H -0.2262 2.6164 2.7494 0.009 0.005 0.019 0.390
H 1.1408 -0.4115 3.9289 0.003 -0.009 -0.013 0.459
H 2.6974 0.4339 3.8200 -0.028 0.029 0.017 0.381
H 2.7559 -1.9220 2.8881 -0.028 0.009 -0.007 0.716
H 3.1871 -0.7237 1.6874 0.012 -0.028 0.018 0.097
H -0.9696 -6.2816 0.8592 0.002 -0.002 -0.013 0.530
C -4.4572 -0.8006 -0.4145 -0.014 -0.018 0.009 -1.039
As -2.9809 0.3308 -0.8557 0.017 -0.019 -0.012 0.666
C -2.0825 -0.3952 -2.3843 -0.021 -0.004 0.024 -0.769
C -3.5978 2.0841 -1.2940 -0.100 -0.054 -0.052 -0.899
S -1.8707 0.5387 1.0223 -0.024 0.046 0.017 -0.575
H -5.1252 -0.8524 -1.2743 0.007 -0.005 0.010 0.438
H -4.9816 -0.3767 0.4402 0.007 -0.008 -0.014 0.410
H -4.0830 -1.7924 -0.1667 -0.004 0.011 -0.009 0.360
H -2.8257 -0.3936 -3.1835 0.008 0.011 0.002 0.517
H -1.7510 -1.4098 -2.1880 0.000 0.004 0.003 0.277
H -1.2544 0.2480 -2.6688 0.034 0.014 -0.002 0.148
H -4.3214 1.9902 -2.1051 -0.001 0.004 0.019 0.429
H -2.7554 2.6877 -1.6290 0.007 0.024 0.040 0.270
H -4.0803 2.5105 -0.4168 0.036 0.050 -0.013 0.403
N 0.7813 4.1193 -4.1054 -0.011 0.005 -0.006 -0.385
C 0.1962 3.3333 -3.1920 0.086 0.101 -0.010 0.325
O -0.9604 3.4456 -2.8245 -0.064 -0.038 0.002 -0.603
C 1.0244 2.2222 -2.5940 0.059 -0.053 -0.040 -0.191
C 2.0594 1.5360 -3.2205 -0.074 0.018 0.025 -0.274
C 2.6215 0.4316 -2.5926 0.014 -0.033 0.038 -1.086
C 2.1311 0.0331 -1.3659 0.044 -0.025 -0.009 -0.048
N 1.1443 0.7120 -0.7575 -0.179 0.069 0.035 0.565
C 0.6109 1.7834 -1.3524 -0.034 -0.001 -0.018 -0.181
H 0.2399 4.8711 -4.5048 -0.007 -0.009 -0.002 0.273
H 1.7684 4.1006 -4.2918 0.009 -0.010 0.000 0.185
H 2.4013 1.8235 -4.2067 0.016 0.013 -0.006 0.466
H 3.4135 -0.1347 -3.0606 0.006 -0.003 -0.005 0.493
H 2.4927 -0.8441 -0.8436 0.021 -0.006 -0.035 0.473
H -0.2002 2.2898 -0.8417 0.012 -0.006 -0.017 0.816



[5]
15
Properties=species:S:1:pos:R:3:forces:R:3:mulliken_charge:R:1 method="wB97M-V/def2-TZVPD" e_above_lowest_kj_mol=244.5 smiles=C[C@@]1(O)C[C@H]2O[C@H]21 charge=0 homo_lumo_gap_ev=10.598
C -1.4689 0.0617 -0.8599 -0.058 -0.004 -0.122 -1.660
C -0.3934 -0.3574 0.1085 -0.015 0.298 -0.389 1.459
O -0.8733 -1.4787 0.8205 0.123 0.211 0.385 -0.593
C 1.0468 -0.5360 -0.4466 0.086 -0.200 -0.132 -1.089
C 1.5176 0.6557 0.3852 0.129 -0.309 0.298 0.016
O 0.7448 1.7574 0.0015 -0.511 -0.140 -0.253 -0.436
C 0.1348 0.8259 0.9455 -0.007 0.469 -0.408 -0.697
H -1.1736 1.0081 -1.3188 -0.101 -0.149 -0.058 0.372
H -1.6066 -0.6934 -1.6369 -0.056 0.054 0.043 0.383
H -2.4132 0.2003 -0.3221 0.127 -0.049 -0.103 0.390
H -0.2567 -1.6889 1.5342 -0.050 -0.003 -0.107 0.349
H 1.4960 -1.4617 -0.0810 -0.117 -0.063 -0.129 0.293
H 1.1440 -0.4591 -1.5331 0.199 0.074 0.160 0.277
H 2.5506 0.8140 0.7040 -0.490 0.140 0.306 0.436
H -0.4491 1.3522 1.6989 0.743 -0.330 0.508 0.501



[6]
114
Properties=species:S:1:pos:R:3:forces:R:3:mulliken_charge:R:1 method="wB97M-V/def2-TZVPD" e_above_lowest_kj_mol=1014.7 smiles="C[C@H]1COC(=O)O1.C[C@H]1COC(=O)O1.C[C@H]1COC(=O)O1.O=S1(=O)CCCC1.O=S1(=O)CCCC1.O=S1(=O)CCCC1.O=S1(=O)CCCC1.O=S1(=O)CCCC1" charge=0 homo_lumo_gap_ev=10.037
C -3.1106 -0.1397 6.9166 -1.524 -0.427 -0.847 -1.260
C -2.3906 0.1133 5.6066 -1.748 1.219 0.328 0.433
C -1.8356 -1.1357 4.9956 -1.000 -4.093 0.941 -0.271
O -2.6476 -1.3407 3.8106 1.525 -0.789 0.320 -0.140
C -3.3916 -0.3027 3.6126 -3.092 3.534 -0.634 0.603
O -4.1746 -0.0987 2.7076 1.320 -0.936 0.709 -0.555
O -3.2906 0.6403 4.6356 -0.146 -1.851 -1.643 -0.368
H -3.9506 -0.9167 6.7356 1.696 0.887 0.448 0.237
H -3.6046 0.6893 7.4566 0.628 -0.038 -0.665 0.356
H -2.2566 -0.4767 7.4416 0.250 -0.988 1.687 0.375
H -1.6686 0.9003 5.5996 1.004 0.214 0.948 0.133
H -1.9416 -2.2327 5.5366 0.023 3.122 -0.604 0.280
H -0.8006 -1.0437 4.8136 1.044 0.115 -1.020 0.182
C -0.3016 4.0703 -4.3364 -4.924 -2.319 -2.304 -1.494
C -0.7696 2.8293 -3.4884 0.817 1.829 -0.573 0.702
C 0.1474 1.6433 -3.4184 -0.914 -0.394 -1.016 -0.398
O 0.8234 1.8063 -2.1944 0.748 -1.453 1.368 -0.141
C 0.2054 2.7163 -1.3814 2.116 1.168 0.708 0.372
O 0.6134 3.0943 -0.2794 -1.478 -1.525 -2.923 -0.535
O -0.7096 3.2703 -2.1414 -2.456 1.463 1.737 -0.334
H -1.2396 4.7863 -4.4914 2.231 -1.288 0.657 0.294
H -0.1286 3.6153 -5.3684 0.488 1.050 1.224 0.349
H 0.4784 4.4603 -3.7954 2.107 1.347 0.506 0.485
H -1.7496 2.4733 -3.7534 -0.631 0.468 0.143 0.046
H 0.8864 1.6463 -4.1964 0.398 -0.251 -0.372 0.412
H -0.5856 0.7903 -3.5564 1.534 0.009 0.933 0.089
C -5.4466 -2.2887 -0.2374 -2.036 -0.771 1.078 -0.968
C -5.4476 -3.7907 -0.5464 -0.227 1.874 -0.116 0.477
C -5.7016 -4.7157 0.6246 -1.408 4.930 1.904 -0.403
O -7.0996 -4.9027 0.5506 -1.234 -1.314 0.935 -0.377
C -7.6446 -4.5727 -0.6644 0.294 0.413 1.237 0.672
O -8.8006 -4.6907 -0.9774 1.985 0.016 0.240 -0.528
O -6.6366 -3.9917 -1.3244 -0.016 -0.100 -2.430 -0.414
H -4.5316 -1.9677 0.1536 1.379 0.530 0.843 0.058
H -6.2776 -2.0357 0.4796 0.910 -0.510 -0.216 0.361
H -5.7166 -1.6607 -1.0504 0.107 0.140 -1.280 0.395
H -4.5036 -4.0867 -1.0584 -0.987 0.117 -0.243 0.247
H -5.4446 -4.1727 1.6466 -0.404 -1.538 -2.054 0.187
H -5.1416 -5.5057 0.3696 1.564 -3.777 0.188 0.408
C 6.7334 1.4503 -2.8354 -1.844 -0.138 0.362 -0.992
C 5.6414 0.5923 -2.2174 -0.120 4.225 4.303 -1.109
C 4.3034 1.4523 -2.0754 7.219 2.141 2.660 0.250
S 4.3154 2.4353 -3.4434 0.088 1.085 1.371 1.443
O 3.9364 3.7623 -3.1084 0.156 1.395 -0.097 -0.747
O 3.5224 1.6883 -4.3154 -2.189 -1.614 -3.742 -0.735
C 5.9844 2.2683 -3.9834 3.050 1.638 3.367 -0.917
H 7.5764 0.8073 -2.9674 0.523 -0.418 -1.575 0.496
H 7.1344 2.0043 -2.0024 -0.269 1.415 -0.085 0.357
H 6.0214 0.2043 -1.2604 -0.396 0.404 0.141 0.334
H 5.4984 -0.2197 -2.7214 -1.318 -4.743 -3.585 0.669
H 4.2504 2.1203 -1.1934 0.942 -0.226 -0.107 0.288
H 3.4764 0.9863 -1.9454 -5.479 -3.578 -0.109 -0.077
H 6.5234 3.2543 -3.9634 -0.950 -0.769 -0.877 0.356
H 5.8844 1.7643 -4.8814 0.380 -0.788 -1.920 0.469
C 1.3734 4.4673 3.3156 2.663 -2.309 1.574 -1.154
C 1.0214 2.9553 3.5196 -2.257 2.802 4.467 0.027
C 2.2904 2.2093 3.4836 0.540 -2.918 4.180 -0.367
S 3.3774 3.0023 2.4986 3.841 -0.542 -1.175 1.164
O 3.3854 2.2513 1.2596 0.419 0.662 -0.393 -0.443
O 4.6434 3.1913 3.2306 -1.223 -0.098 -1.012 -0.808
C 2.5914 4.5293 2.3986 -9.518 -8.213 -7.534 -1.068
H 1.7034 5.0723 4.1286 0.871 -0.695 2.064 0.421
H 0.6124 5.1043 3.1886 -3.450 1.723 -2.286 0.673
H 0.2594 2.8023 2.8396 -0.619 -1.284 -2.589 -0.002
H 0.2314 2.7523 4.4456 2.666 0.597 -1.414 0.012
H 2.0834 1.1743 3.2016 0.537 0.123 -0.338 0.232
H 3.0904 2.1463 4.4346 -3.023 0.246 -1.501 0.260
H 2.1534 4.5233 1.2046 1.545 0.342 3.178 0.046
H 3.0574 5.2483 2.6456 6.987 9.327 2.523 1.029
C 4.7394 -3.4427 -1.3674 -0.498 -0.302 1.090 -0.327
C 5.0074 -4.9197 -0.9394 -1.549 0.547 -1.350 -0.817
C 4.5924 -5.1167 0.4956 0.586 -1.342 0.722 -0.758
S 4.6534 -3.5457 1.3006 -2.114 1.824 -1.090 1.117
O 5.7964 -3.4287 2.0986 2.466 -0.331 1.622 -0.688
O 3.3984 -3.1357 1.8726 -0.679 -0.672 0.091 -0.551
C 4.9034 -2.5447 -0.1604 3.356 -1.977 0.343 -0.651
H 3.6874 -3.3877 -1.5054 -1.076 0.135 -0.986 -0.059
H 5.2784 -3.0717 -2.2364 -0.019 -0.390 -0.056 0.421
H 6.0214 -4.9707 -0.9934 3.063 -0.950 -0.372 0.406
H 4.5074 -5.6277 -1.6714 0.735 0.717 1.057 0.371
H 5.0384 -5.9447 1.1276 0.427 1.294 -0.877 0.394
H 3.6114 -5.4457 0.5036 -2.441 -0.126 0.070 0.415
H 5.8734 -2.0787 0.0506 0.711 -0.940 -0.444 0.374
H 4.4294 -1.6607 -0.2224 -3.066 2.599 0.129 0.387
C -0.2136 -2.8057 0.2226 0.983 3.194 4.137 -0.937
C 0.5304 -1.8937 -0.6884 -0.504 0.032 -1.440 -0.147
C 0.8894 -0.6147 0.0516 0.615 1.250 -2.082 0.469
S -0.5856 -0.2867 1.0936 0.649 0.512 -1.285 1.014
O -1.4326 0.6943 0.4436 0.685 -0.225 0.746 -0.370
O -0.1646 -0.2277 2.4676 0.041 0.907 0.590 -0.753
C -1.3026 -1.8487 0.9496 -3.435 -4.255 -4.090 -0.128
H 0.5304 -2.8097 1.0596 -0.441 -1.914 -0.344 0.265
H -0.5676 -3.6857 -0.2504 -0.311 -0.903 0.194 0.566
H -0.2336 -1.6767 -1.4374 0.679 0.228 -1.006 0.279
H 1.4324 -2.4447 -1.0424 -0.663 0.736 -0.314 -0.019
H 1.2374 0.2593 -0.6854 -1.361 -1.707 1.855 -0.787
H 1.7674 -0.8717 0.6076 0.267 0.229 1.188 0.487
H -2.2436 -1.9547 0.1006 2.366 1.213 2.419 -0.503
H -1.7416 -2.2867 1.8706 0.694 0.714 -0.465 0.519
C -3.9956 1.5583 -0.8024 -1.566 -1.415 -0.393 -0.005
C -3.6096 0.3863 -1.7664 2.689 6.609 -2.709 0.513
C -4.3056 0.6433 -3.1644 7.053 2.896 0.545 -1.431
S -5.1116 2.2013 -3.1434 4.659 -2.614 2.435 1.131
O -6.3926 2.0893 -3.5824 -6.228 0.065 -3.592 -0.715
O -4.1926 3.1853 -3.5494 1.304 1.954 -0.963 -0.612
C -5.2516 2.1323 -1.4634 0.699 1.718 2.361 -1.087
H -3.1776 2.1933 -1.0364 0.419 1.313 0.714 0.148
H -4.1866 1.4433 0.3146 0.748 -0.416 -1.587 0.235
H -3.7776 -0.5027 -1.4794 -1.433 -6.491 2.262 0.327
H -2.4846 0.4873 -1.9344 -1.366 -0.402 0.302 -0.728
H -4.9456 -0.0207 -3.3694 -5.365 -5.159 -1.240 0.922
H -3.5146 0.4803 -3.9604 -0.903 0.781 0.613 0.340
H -6.2676 1.8613 -1.2094 0.140 -0.554 0.358 0.405
H -5.1126 3.1633 -1.2884 -0.728 1.743 0.847 0.497



Per-record electronic energy, eV: -14823.9861 -19840.1763 -7391.8161 -163040.9411 -9407.2980 -127189.7033